No. 1
A structure of composition C5H14BN2O. Source: the Open Molecules 2025 dataset; level of theory: wB97M-V/def2-TZVPD.

Charge: +1
HOMO energy: -13.903 eV
Lowest unoccupied orbital energy: -2.64 eV
HOMO-LUMO gap: 0.414 hartree
ΔE to the lowest compared entry with this formula, charge and spin: 60.8 kcal/mol

Last column: Mulliken charge in e.
CARTESIAN COORDINATES (ANGSTROEM)
B -2.8606 -0.3104 -0.2837  0.508
C 1.1044 -0.2346 -1.7125  -0.765
C 1.5022 -0.6455 0.3772  -1.044
C 1.5680 0.6107 -0.4827  0.283
C -3.9844 0.6866 -0.0700  -0.702
C 0.6713 2.5807 0.2097  -0.365
N 0.4196 1.3752 0.0372  -0.355
N 0.7651 -1.3544 -0.6942  -0.096
O -1.8185 -0.8992 -0.3526  -0.829
H 0.3258 0.3181 -2.2495  0.278
H 1.9252 -0.4490 -2.3897  0.362
H 2.4992 -0.9646 0.7763  0.306
H 0.9328 -0.6200 1.2148  0.430
H 2.4469 1.1033 -0.6645  0.776
H -3.7426 1.7687 -0.4761  0.290
H -4.2696 0.8653 1.0485  0.303
H -5.0256 0.5082 -0.6252  0.295
H 2.6547 -3.5390 3.9424  0.133
H 1.6256 3.1925 -0.1141  0.210
H -0.1284 3.0552 0.7430  0.281
H -0.3093 -1.3856 -0.3628  0.456
H 0.9017 -2.2941 -1.0496  0.377
H 2.7965 -3.3679 3.1782  -0.130

No. 2
A structure of composition C37H33N11O2STeTi. Source: the Open Molecules 2025 dataset; level of theory: wB97M-V/def2-TZVPD.

Spin multiplicity: 3
Charge: 0
HOMO energy (alpha / beta): -5.053 / -6.489 eV
Lowest unoccupied orbital energy (alpha / beta): 0.04 / 0.04 eV
HOMO-LUMO gap (alpha / beta): 0.187 / 0.240 hartree
ΔE to the lowest compared entry with this formula, charge and spin: 0.0 kcal/mol

Last column: Mulliken charge in e.
CARTESIAN COORDINATES (ANGSTROEM)
Ti 0.2875 0.1092 -1.0411  -1.038
C 1.9906 -4.5289 -3.3070  -0.932
N 0.9514 -3.5142 -3.2306  0.242
C -0.0357 -3.4092 -4.2945  -0.848
C 0.9597 -2.5771 -2.2561  0.216
N 0.1279 -1.5961 -2.1717  0.302
N 1.9606 -2.7485 -1.3040  0.202
C 2.3611 -1.8367 -0.3525  -0.083
N 3.1199 -2.3803 0.6494  -0.564
N 2.1915 -0.5682 -0.5016  -0.056
H 1.9113 -5.0461 -4.2575  0.299
H 1.8924 -5.2861 -2.5210  0.290
H 2.9842 -4.0811 -3.2523  0.343
H 0.1769 -4.1622 -5.0467  0.315
H 0.0053 -2.4306 -4.7777  0.314
H -1.0479 -3.5849 -3.9204  0.278
H -0.5276 -1.5565 -2.9440  -0.389
H 2.1885 -3.7048 -1.0960  0.275
H 2.8968 -3.3212 0.9339  0.262
H 3.3033 -1.7640 1.4263  0.146
H 2.6424 -0.0407 0.2385  0.269
S -3.9018 6.0865 -0.0160  0.085
N -2.2932 5.9104 0.0715  -0.717
C -2.0290 4.6439 -0.1791  0.894
C -0.7196 4.0389 -0.1876  0.086
C 0.4456 4.7234 0.0865  -0.601
C 1.6635 4.0447 0.0275  -1.337
C 1.6635 2.7042 -0.2830  -0.424
N 0.5552 1.9983 -0.5273  0.866
C -0.6518 2.6553 -0.5018  0.200
C -1.8060 1.8982 -0.8182  -0.398
N -1.6161 0.5734 -1.1816  1.211
C -2.7131 -0.1803 -1.4035  -0.589
C -3.9930 0.3100 -1.3505  -1.288
C -4.2026 1.6654 -1.0426  -0.696
C -3.1073 2.4615 -0.7689  0.033
C -3.2013 3.8640 -0.4435  0.930
N -4.3183 4.5616 -0.3777  -0.709
H 0.3982 5.7774 0.3254  0.537
H 2.5984 4.5553 0.2068  0.450
H 2.5998 2.1624 -0.3600  0.473
H -2.5378 -1.2274 -1.6239  0.516
H -4.8262 -0.3474 -1.5553  0.457
H -5.1921 2.0984 -0.9975  0.536
Te 1.3849 1.1531 -3.3632  0.200
C 0.4181 0.2022 -4.9960  0.076
C -0.9638 0.0002 -4.9784  -0.203
C -1.6262 -0.5303 -6.0768  -0.590
C -0.9195 -0.8775 -7.2199  -0.521
C 0.4559 -0.6849 -7.2495  -0.547
C 1.1152 -0.1543 -6.1500  -0.532
H -1.5349 0.2977 -4.1034  0.307
H -2.7027 -0.6525 -6.0423  0.405
H -1.4352 -1.2846 -8.0802  0.389
H 1.0208 -0.9362 -8.1393  0.363
H 2.1873 -0.0009 -6.1869  0.386
O -0.1714 -2.5167 0.6925  -0.709
C -0.0780 -1.5554 1.4494  -0.619
N 0.0897 -1.6645 2.8097  0.066
C 0.1686 -0.3613 3.4355  3.762
C -0.0044 0.5488 2.1765  -1.653
O -0.0260 1.7586 2.2365  -0.554
N -0.0866 -0.2371 1.0652  1.429
C 1.5612 -0.0757 3.9957  -0.894
C 2.5307 -1.0696 4.0660  -0.537
C 3.7907 -0.7956 4.5862  -0.916
C 4.0942 0.4785 5.0355  -0.445
C 3.1343 1.4794 4.9541  -0.865
C 1.8768 1.2075 4.4408  -0.049
C -0.9387 -0.1529 4.4570  -0.208
C -2.2355 0.0948 4.0171  -0.238
C -3.2677 0.2522 4.9282  -0.942
C -3.0156 0.1583 6.2889  -0.462
C -1.7284 -0.0967 6.7358  -0.886
C -0.6947 -0.2553 5.8237  -0.307
H -0.2029 -2.4864 3.3090  0.314
H 2.2877 -2.0718 3.7359  0.674
H 4.5324 -1.5830 4.6460  0.423
H 5.0676 0.6917 5.4583  0.420
H 3.3700 2.4794 5.2953  0.416
H 1.1330 1.9887 4.3672  0.515
H -2.4362 0.1814 2.9546  0.494
H -4.2699 0.4579 4.5749  0.430
H -3.8205 0.2853 7.0014  0.393
H -1.5227 -0.1683 7.7961  0.406
H 0.3073 -0.4542 6.1796  0.452

No. 3
A structure of composition C36H38Br29N2O4PS. Source: the Open Molecules 2025 dataset; level of theory: wB97M-V/def2-TZVPD.

Charge: 0
HOMO energy: -8.867 eV
Lowest unoccupied orbital energy: -1.96 eV
HOMO-LUMO gap: 0.254 hartree
ΔE to the lowest compared entry with this formula, charge and spin: 329.9 kcal/mol

Last column: Mulliken charge in e.
CARTESIAN COORDINATES (ANGSTROEM)
C 1.9328 4.2204 0.7845  -0.810
C 1.6841 4.3812 2.3966  -0.524
C 0.2550 3.7947 2.9445  -0.404
C -0.9633 3.8205 1.8156  0.964
C -1.2781 2.3433 1.0997  -1.232
C -2.4431 2.3329 -0.0532  0.303
C -3.2798 3.7168 -0.4808  0.455
C -2.9798 5.2010 0.2261  0.570
C -3.7982 6.5782 -0.2077  -0.686
Br -5.7107 6.5934 0.5032  -0.090
C -3.7021 6.9373 -1.8049  0.235
C -4.9763 7.8123 -2.3862  -1.043
Br -2.0674 8.1304 -2.0631  -0.153
C -1.7821 5.2165 1.3935  -0.246
C -1.3210 6.5729 2.2159  -0.636
C -1.9310 6.5365 3.7493  0.457
C -3.0994 5.5173 4.2833  -0.764
N -1.3483 7.4366 4.6494  -0.719
C -4.4057 3.5078 -1.6958  0.275
O -5.6299 4.0401 -1.6931  -0.483
C -3.8942 2.5071 -2.9345  -0.029
C -4.1561 2.8400 -4.5211  0.038
P -5.1387 4.4166 -5.0834  0.231
S -3.9560 5.9375 -5.4139  -0.371
C -3.5421 1.7762 -5.6199  -0.404
C -2.7247 0.3819 -5.1964  -0.683
C -2.4553 0.0386 -3.5821  -0.085
N -1.7106 -1.2361 -3.2649  0.208
C -2.6045 -2.3423 -2.7595  0.533
C -2.1599 -3.9307 -2.5773  -0.938
O -3.9051 -2.0752 -2.4597  -0.505
C -0.4798 -1.0205 -2.4218  0.292
C -0.1118 -1.7285 -0.9933  -0.431
O 0.4376 -0.1404 -2.9106  -0.607
C -3.0434 1.1311 -2.5119  0.764
C -2.7999 0.9178 -0.8710  0.100
O -2.9068 -0.2541 -0.2404  -0.563
H 2.2495 3.1059 0.5206  0.190
H 2.8982 4.8749 0.5319  0.338
H 1.0789 4.6395 0.1021  0.168
H 2.6074 3.8582 2.9388  0.309
H 1.8062 5.5445 2.6357  0.318
H 0.4493 2.6725 3.2635  0.072
H -0.0718 4.4259 3.8781  0.143
H -0.6958 1.3523 1.3707  -0.013
H -3.2740 7.4852 0.3648  0.366
H -3.5222 6.0235 -2.5129  0.051
H -5.1833 8.6603 -1.5911  0.391
H -4.6610 8.3649 -3.3876  0.338
H -5.9170 7.1223 -2.5185  0.206
H -0.1372 6.4926 2.3437  -0.075
H -1.5103 7.5748 1.6419  0.520
H -2.8868 5.3224 5.4253  0.347
H -4.1493 6.0213 4.1685  0.299
H -3.1329 4.4762 3.7472  0.042
H -1.8240 7.2755 5.5667  0.297
H -5.8117 4.0382 -6.3068  0.117
H -6.1455 4.8269 -4.1306  0.093
H -3.6682 1.9768 -6.7665  0.269
H -2.2954 -0.3691 -5.9928  0.324
H -2.8179 -4.5517 -3.3477  0.360
H -2.5212 -4.2955 -1.5040  0.266
H -1.0181 -4.1057 -2.7709  0.251
H 0.8506 -2.4062 -1.0046  0.394
H 0.1243 -0.8409 -0.2312  -0.099
H -0.9715 -2.3502 -0.5007  0.328
C 1.6823 -2.1440 3.0519  -0.432
Br 0.9542 -3.5189 1.8841  0.014
Br 0.9561 -0.3866 2.6415  0.169
Br 1.4609 -2.5982 4.9304  -0.032
H 2.7592 -2.0980 2.8588  0.426
C 3.3345 -7.2869 1.1628  0.233
Br 2.0334 -6.9732 -0.2489  -0.033
Br 4.9166 -6.1754 0.9493  0.023
Br 2.5459 -7.0919 2.9304  -0.026
H 3.6607 -8.3282 1.0714  -0.227
C -2.1050 1.1195 5.3468  -0.305
Br -1.9086 1.3660 3.4271  0.276
Br -0.5659 1.7970 6.3248  -0.010
Br -3.7719 1.8745 6.0068  -0.095
H -2.1490 0.0404 5.5277  0.336
C 6.6980 -10.2101 0.9557  -0.293
Br 5.3968 -9.8964 -0.4560  -0.003
Br 8.2801 -9.0986 0.7422  -0.020
Br 5.9094 -10.0151 2.7233  -0.027
H 7.0241 -11.2514 0.8643  0.374
C 3.8221 1.2640 -3.6376  0.267
Br 3.7576 3.1963 -3.8533  -0.010
Br 4.4140 0.3735 -5.2626  0.032
Br 4.8892 0.7430 -2.0968  -0.014
H 2.7975 0.9295 -3.4447  -0.176
C 2.6676 -12.5965 3.4041  -0.357
Br 2.6030 -10.6642 3.1883  0.037
Br 3.2595 -13.4870 1.7790  -0.023
Br 3.7347 -13.1175 4.9449  -0.009
H 1.6429 -12.9311 3.5969  0.356
C -2.7142 -0.6689 8.6925  0.601
Br -4.3472 -1.1029 9.6565  -0.026
Br -1.4123 0.2160 9.8355  -0.018
Br -1.9593 -2.2286 7.8083  0.004
H -2.9864 0.0435 7.9069  -0.576
C 5.1459 -2.5963 -7.6418  0.138
Br 6.3340 -2.2038 -9.1313  -0.013
Br 3.6057 -3.6447 -8.2010  -0.013
Br 6.0922 -3.4326 -6.1621  0.019
H 4.7642 -1.6374 -7.2760  -0.195
C 9.7626 -8.9579 -3.1283  -0.333
Br 9.2011 -10.5748 -2.2037  -0.012
Br 8.7214 -7.4100 -2.5769  -0.008
Br 11.6742 -8.6467 -2.9461  -0.015
H 9.5642 -9.1136 -4.1938  0.367

No. 4
A structure of composition C14H14BrLuNO2. Source: the Open Molecules 2025 dataset; level of theory: wB97M-V/def2-TZVPD.

Charge: -1
HOMO energy: -3.667 eV
Lowest unoccupied orbital energy: 2.83 eV
HOMO-LUMO gap: 0.239 hartree

Last column: Mulliken charge in e.
CARTESIAN COORDINATES (ANGSTROEM)
C -0.4296 1.0519 -2.0825  -0.426
C 0.9675 1.1897 -1.8452  -0.437
C 1.1379 2.0149 -0.6973  -0.717
C -0.1514 2.3768 -0.2183  -0.399
C -1.1226 1.7781 -1.0723  -0.389
Lu 0.0000 0.0000 0.0000  0.916
N -1.3144 -1.3063 0.0291  -0.398
C -0.3596 -2.3518 -0.4936  -0.320
C 1.0297 -1.6943 -0.6889  -0.968
H 2.0922 2.2874 -0.2424  0.392
H 1.7669 0.7414 -2.4356  0.408
H -0.3635 2.9780 0.6672  0.357
H -2.2064 1.8476 -0.9597  0.357
H -0.8913 0.4553 -2.8715  0.338
H 1.3940 -1.7685 -1.7236  0.302
H -0.3105 -3.1937 0.2266  0.241
H -2.2888 -1.6088 0.0241  0.096
H 1.7858 -2.0558 0.0242  0.251
H -0.7359 -2.7420 -1.4599  0.339
Br -1.3249 2.4736 3.8704  -0.172
C -0.7055 1.0396 4.9905  -0.162
C -0.8083 1.2512 6.3723  -0.412
C -0.3790 0.2799 7.2754  -0.452
C 0.1597 -0.9157 6.8071  -0.479
C 0.2732 -1.1435 5.4344  -0.436
C -0.1545 -0.1772 4.5004  0.265
C 0.0096 -0.4727 3.0504  0.887
O 0.6120 -1.5761 2.6669  -0.753
O -0.3994 0.3691 2.1308  -0.727
H -1.2212 2.1779 6.7504  0.382
H -0.4623 0.4560 8.3402  0.351
H 0.4937 -1.6685 7.5096  0.363
H 0.7003 -2.0827 5.1060  0.402

| no. | E_tot (eV) | maximum force (eV Å⁻¹) |
| --- | --- | --- |
| 1 | -11107.74741 | 4.13 |
| 2 | -100639.63520 | 2.30 |
| 3 | -2100445.71191 | 8.75 |
| 4 | -123993.98493 | 6.50 |